[1]
Formula: C20H42BIO9
Source: the OMol25 dataset
Level of theory: ωB97M-V with the def2-TZVPD basis set

The geometry in XYZ format:
```
73
Properties=species:S:1:pos:R:3:mulliken_charge:R:1
C -0.53273 2.91350 2.88634 -1.1754
C -0.57510 1.56574 2.44211 0.2231
C -0.88513 0.05980 1.93621 0.1392
C -0.47506 -0.26435 0.34282 1.1134
C -1.57441 0.00424 -0.82421 -0.0012
C -1.71211 1.40916 -1.56552 -0.7728
C -0.54848 1.82962 -2.65119 -0.3006
I -2.36854 3.12359 -0.29294 -0.0593
O -0.68671 -1.76326 0.43324 -0.2911
C 0.39957 -2.68582 0.78194 0.0641
O 0.43617 -4.01058 0.94384 -0.7016
C 1.65713 -1.64080 0.86489 -0.2489
C 3.01340 -2.43081 0.41871 -1.0458
C 1.15865 -0.30424 -0.01871 0.4317
C 2.16988 0.80048 0.63605 -0.8700
C 2.24052 2.25679 -0.08902 0.2860
C 3.55571 3.04619 0.57947 -1.2219
O 1.09404 3.14603 0.12750 -0.4553
B 1.58384 -0.84334 -1.54872 0.8019
O 2.82018 -0.19183 -2.10438 -0.5783
O 0.87478 -1.89248 -2.29959 -0.5221
C 1.74426 -2.60523 -3.24590 -0.1391
C 0.71537 -3.50903 -4.20702 -0.9685
H -0.15691 4.03583 3.04534 0.3416
H -0.36727 -0.74587 2.64131 0.2115
H -2.04972 -0.17176 1.99276 0.2157
H -2.63659 -0.26348 -0.34490 -0.0745
H -1.41866 -0.84473 -1.64991 0.3222
H -2.67944 1.29185 -2.26669 0.4795
H 0.53452 1.88518 -2.23187 -0.3956
H -0.57884 1.06255 -3.56525 0.2281
H -0.78904 2.89147 -3.13624 0.4260
H 1.85348 -1.28793 1.96663 0.5556
H 3.40235 -2.99954 1.39464 0.3814
H 3.92185 -1.72408 0.11264 0.2036
H 2.83987 -3.30388 -0.37495 0.1960
H 2.05122 0.93455 1.81683 0.4262
H 3.26666 0.33708 0.52201 0.1923
H 2.45421 2.24225 -1.24503 0.0985
H 4.56585 2.48715 0.38672 0.2899
H 3.33986 3.20960 1.74146 0.2855
H 3.55272 4.14408 0.11567 0.3185
H 0.90005 3.65681 -0.73495 0.3063
H 2.55532 0.59551 -2.68904 0.3508
H 2.40798 -3.40517 -2.68392 0.1828
H 2.33828 -1.92589 -3.99103 0.2465
H 0.39382 -4.49483 -3.65429 0.2763
H 1.18039 -3.70566 -5.27066 0.3077
H -0.27429 -2.84513 -4.27618 0.2200
C -1.58945 1.34820 6.38758 -0.4576
O -1.25065 2.71441 6.23577 -0.5394
H -1.87355 1.16589 7.42657 0.2581
H -2.43105 1.10575 5.73413 0.2190
H -0.72661 0.72746 6.13373 0.2005
H -1.00315 2.84585 5.30475 0.2559
C -0.72549 -5.00720 4.07114 -0.6339
O -0.38669 -3.64098 3.91932 -0.5224
H -1.00958 -5.18951 5.11013 0.2393
H -1.56709 -5.24965 3.41769 0.2445
H 0.13736 -5.62794 3.81729 0.2493
H -0.13919 -3.50954 2.98831 0.3333
C -5.54562 -0.85942 0.72929 -0.6831
O -4.29098 -1.04235 0.09936 -0.4509
H -5.91848 0.14033 0.49494 0.2611
H -6.25265 -1.60569 0.35878 0.2533
H -5.42894 -0.95807 1.81137 0.2895
H -3.98546 -1.93732 0.32519 0.2335
C 0.12578 4.47571 -6.08573 -0.5813
O -0.34561 3.57434 -5.10099 -0.4458
H 1.15314 4.75900 -5.84547 0.2235
H 0.10325 3.99138 -7.06501 0.2406
H -0.50365 5.36901 -6.09457 0.2471
H -1.25856 3.34099 -5.34057 0.2663
```

Computed properties:
- DFT total energy: -48614.1406 eV
- SMILES: C#CC[C@]1(C[C@H](C)I)OC(=O)[C@@H](C)[C@@]1(C[C@H](C)O)B(O)OCC.CO.CO.CO.CO
- Highest occupied orbital energy: -8.625 eV
- Total charge: 0


[2]
Formula: C20H42NOP3Pb
Source: the OMol25 dataset
Level of theory: ωB97M-V with the def2-TZVPD basis set

The geometry in XYZ format:
```
68
Properties=species:S:1:pos:R:3:mulliken_charge:R:1
Pb 0.13936 -0.02447 0.61052 0.5545
P 1.80852 -1.04178 2.67926 0.7633
P 1.62124 2.25741 0.45570 0.9734
P -0.97321 -2.47143 0.26891 0.9778
H -0.80417 2.02570 -8.56902 0.3484
C -1.75380 1.48861 -8.43783 -0.2044
C -2.88490 2.12573 -8.14523 -0.1137
H -2.91907 3.21654 -8.01673 0.3176
C 3.17891 -1.89671 1.83632 -1.1199
C 2.56884 0.20791 3.76520 -1.0123
C 1.03021 -2.24160 3.82085 -0.8082
C 0.73940 3.22528 -0.80229 -1.1881
C 1.86710 3.35783 1.87865 -1.0577
C 3.22221 1.78691 -0.25384 -1.1672
C -2.24053 -2.23876 -1.01243 -1.1414
C -1.77552 -3.33922 1.64293 -1.3013
C 0.32913 -3.50864 -0.44038 -1.2133
H -1.72944 0.40521 -8.61905 0.3325
H -3.84552 1.59801 -8.06735 0.3259
H 3.92506 -2.26504 2.54354 0.4975
H 3.67516 -1.21986 1.13160 0.2235
H 2.81507 -2.73737 1.23446 0.2080
H 3.18137 -0.25410 4.54835 0.4742
H 1.78527 0.81120 4.24724 0.1011
H 3.19702 0.90673 3.19575 0.3621
H 1.57039 -3.19541 3.86357 0.4552
H 0.01754 -2.44833 3.44699 -0.0742
H 0.91857 -1.86571 4.84725 0.4435
H 1.09662 4.26031 -0.89024 0.5083
H -0.32554 3.22151 -0.52511 0.3709
H 0.78924 2.73393 -1.78506 0.2543
H 2.85711 3.83167 1.87570 0.4385
H 1.75441 2.76604 2.79471 0.1966
H 1.09675 4.13955 1.89967 0.4588
H 3.73253 2.67475 -0.64099 0.5000
H 3.08466 1.07855 -1.07875 0.2995
H 3.84843 1.28176 0.49304 0.3169
H -2.93922 -3.08366 -1.10056 0.5263
H -1.78426 -2.04099 -1.99220 0.2832
H -2.79746 -1.33021 -0.74350 0.3545
H -2.59095 -3.97158 1.27252 0.4995
H -2.19001 -2.58476 2.32400 0.3717
H -1.06698 -3.95061 2.21348 0.4408
H -0.12429 -4.32455 -1.01261 0.4976
H 0.99019 -3.90983 0.33817 0.3168
H 0.95027 -2.90885 -1.11523 0.3225
C -1.09246 0.70558 -2.16832 0.1849
C 0.10532 0.20313 -2.76641 0.3440
C 0.17043 0.05689 -4.13317 -1.1231
C -0.94067 0.35989 -4.91408 -0.1058
C -2.14229 0.78331 -4.34004 -0.3014
C -2.24277 0.92688 -2.97206 -0.2792
O -1.22089 0.98031 -0.89805 -0.6526
H 1.66906 -0.80092 -0.47963 -0.0861
H 0.97506 -0.07257 -2.15494 0.2705
H 1.11542 -0.29152 -4.56944 0.4764
H -0.86268 0.26713 -6.00252 0.2971
H -3.02591 1.01023 -4.95830 0.4009
H -3.14356 1.23161 -2.42846 0.5423
C -1.97379 -0.16509 5.89736 -1.1099
C -1.28658 1.02860 5.23331 -0.1899
C -1.19027 0.84259 3.79805 0.2064
N -1.30136 0.67028 2.65455 -0.3948
H -2.97661 -0.26654 5.47516 0.3580
H -2.08575 -0.09300 6.97743 0.3723
H -1.45591 -1.10454 5.68320 0.2433
H -1.85208 1.94953 5.43660 0.3885
H -0.28735 1.23050 5.64981 0.2446
```

Computed properties:
- ΔE to the lowest compared entry with this formula, charge and spin: 0.015 eV
- DFT total energy: -58028.5088 eV
- Highest occupied orbital energy (alpha / beta): -19.320 / -19.324 eV
- Total charge: +4


[3]
Formula: C20H43AlNO8S
Source: the OMol25 dataset
Level of theory: ωB97M-V with the def2-TZVPD basis set

The geometry in XYZ format:
```
74
Properties=species:S:1:pos:R:3:mulliken_charge:R:1
O 7.10118 0.36210 2.81409 -0.4688
N 6.13631 1.04302 2.58442 0.3049
O 5.26588 0.45927 1.79140 -0.1999
Al 3.91337 1.42578 0.99472 0.2177
O 3.62660 2.94769 1.77639 -0.5385
S 2.12962 -0.00510 1.09713 -0.3423
H 4.33964 1.70195 -0.52412 -0.2574
H 3.15015 2.99015 2.60838 0.3635
H 2.27803 -0.34922 2.38872 -0.0187
C 1.00401 2.01318 6.20091 -0.6247
C -0.19404 2.82366 5.70493 -0.5246
C 0.49218 3.90453 4.87847 -0.0901
O 1.67268 3.31053 4.35124 -0.3801
C 1.92060 2.05469 4.98410 -0.3040
H 0.74925 0.99534 6.49472 0.3645
H 1.47344 2.51180 7.05226 0.2568
H -0.82519 2.20198 5.06654 0.2855
H -0.80898 3.23669 6.50443 0.3508
H 0.76360 4.76900 5.49347 0.1677
H -0.11465 4.26326 4.04447 -0.0186
H 1.68573 1.25205 4.27757 0.1069
H 2.98294 2.00215 5.22616 0.3383
C 0.32239 7.95304 2.35508 -0.5745
C 1.66714 7.33698 2.73607 -0.4439
C 1.63454 7.44764 4.25418 -0.3974
O 0.25837 7.33867 4.63200 -0.4200
C -0.57034 7.43377 3.47485 -0.3370
H -0.02695 7.64843 1.36914 0.3410
H 0.37550 9.04412 2.38206 0.2573
H 1.70622 6.28875 2.43454 0.2130
H 2.52350 7.84821 2.29857 0.3465
H 2.02216 8.41456 4.59402 0.3319
H 2.19611 6.65294 4.74756 0.2341
H -0.96243 6.44172 3.22319 0.1885
H -1.41234 8.08879 3.70654 0.2944
C -2.10453 -2.54880 -2.17212 -0.0038
C -1.52206 -1.16516 -2.45709 -0.4318
C -1.15324 -0.68748 -1.05706 -0.4982
O -0.80971 -1.85899 -0.32686 -0.3507
C -1.18656 -3.02445 -1.04934 -0.3000
H -2.09793 -3.21817 -3.03056 -0.0193
H -3.13858 -2.46911 -1.82804 0.2303
H -0.61954 -1.26168 -3.06648 0.0602
H -2.21609 -0.49421 -2.96427 0.3939
H -2.00432 -0.19049 -0.57510 0.2276
H -0.30045 -0.00874 -1.02937 0.2774
H -0.29363 -3.49780 -1.47051 0.1430
H -1.66310 -3.72593 -0.35914 0.2501
C 0.85995 -2.71247 -6.10272 -0.6639
C 2.29079 -3.11221 -5.74584 -0.5443
C 2.22172 -3.16113 -4.22351 -0.4593
O 0.88792 -3.56805 -3.90305 -0.3282
C 0.06302 -3.48529 -5.05883 -0.1601
H 0.56977 -2.96143 -7.12311 0.3727
H 0.72726 -1.63816 -5.95804 0.2797
H 2.52108 -4.10030 -6.15109 0.2602
H 3.04229 -2.40965 -6.10400 0.3411
H 2.41510 -2.17845 -3.78340 0.3021
H 2.91534 -3.87624 -3.78049 0.2405
H -0.17333 -4.49704 -5.41125 0.2267
H -0.86805 -2.98510 -4.78812 0.1142
C -3.92905 -6.92407 -3.44576 -0.5606
C -4.76810 -6.70871 -2.18773 -0.5707
C -4.58093 -5.21462 -1.95406 -0.1320
O -4.43118 -4.62979 -3.24691 -0.3981
C -4.21140 -5.64354 -4.22320 -0.2636
H -4.19593 -7.82128 -4.00347 0.3529
H -2.87040 -6.98197 -3.18481 0.2542
H -5.81758 -6.93734 -2.38622 0.2605
H -4.43977 -7.30736 -1.33887 0.3396
H -3.68050 -5.01866 -1.36179 -0.0193
H -5.42891 -4.74181 -1.45650 0.3074
H -5.10576 -5.74848 -4.84814 0.2745
H -3.37986 -5.33801 -4.86140 0.1722
```

Computed properties:
- DFT total energy: -56740.9278 eV
- Highest occupied orbital energy: -5.029 eV
- Total charge: -1


> Which of these has the highest DFT total energy?

C20H42BIO9


> Which of these has the highest DFT total energy?

C20H42BIO9


> What is the formula in the first record?

C20H42BIO9